(1)
# C5H14

A cluster of 2 separate species, C5H14 in total at a distorted geometry (ωB97M-V/def2-TZVPD, the Open Molecules 2025 dataset).

Output
- F_max (eV Å⁻¹) = 3.5
- frontier orbital gap (eV) = 12.2
- multiplicity = 1
- charge = 0
- energy relative to the best compared isomer or geometry (same formula, charge and spin) (kcal/mol) = 26.0
- SMILES string = CCC.CC
- E_tot (a.u.) = -198.84771

XYZ file:
```
19
C5H14, DFT ωB97M-V/def2-TZVPD
C -1.670 -1.014 0.528
C -0.913 -0.927 -0.826
C -0.797 -1.833 1.506
H -2.637 -1.484 0.216
H -1.836 0.006 0.946
H 0.115 -0.727 -0.807
H -1.001 -1.912 -1.374
H 0.246 -1.633 1.427
H -0.991 -2.874 1.123
H -1.291 -0.108 -1.392
H -1.259 -1.647 2.517
C 1.627 1.890 -1.178
C 1.338 1.589 0.292
H 1.895 3.036 -1.242
H 2.426 1.266 -1.618
H 0.809 1.831 -1.909
H 2.039 0.721 0.411
H 1.668 2.354 0.937
H 0.232 1.466 0.445
```


(2)
# C15H22N2O4

An isolated molecule of C15H22N2O4 at a distorted geometry (ωB97M-V/def2-TZVPD, the Open Molecules 2025 dataset).

Output
- F_max (eV Å⁻¹) = 1.1
- frontier orbital gap (eV) = 9.4
- multiplicity = 1
- charge = 0
- energy relative to the best compared isomer or geometry (same formula, charge and spin) (kcal/mol) = 88.4
- SMILES string = Cc1cc(C)cc(C(=O)NOCCCCCC(=O)NO)c1
- E_tot (a.u.) = -995.18060

XYZ file:
```
43
C15H22N2O4, DFT ωB97M-V/def2-TZVPD
C 2.696 3.433 -1.293
C 2.804 2.192 -0.463
C 1.781 1.252 -0.477
C 1.859 0.109 0.307
C 2.984 -0.115 1.095
C 4.020 0.806 1.113
C 3.911 1.957 0.339
H 4.717 2.677 0.356
C 5.243 0.579 1.947
H 6.136 0.603 1.324
H 5.200 -0.381 2.455
H 5.341 1.365 2.696
H 3.078 -1.027 1.668
C 0.738 -0.871 0.224
O 0.122 -1.072 -0.810
N 0.427 -1.413 1.419
H 0.983 -1.216 2.238
O -0.463 -2.470 1.660
C -1.778 -2.271 1.154
C -2.515 -1.072 1.764
H -3.038 -1.385 2.668
C -3.501 -0.468 0.761
C -2.789 0.424 -0.267
H -1.759 0.093 -0.389
C -3.472 0.408 -1.635
C -3.503 -0.973 -2.254
O -4.527 -1.547 -2.601
N -2.309 -1.548 -2.464
H -1.403 -1.295 -2.090
O -2.322 -2.846 -2.990
H -3.278 -2.996 -3.155
H -4.506 0.745 -1.548
H -2.945 1.080 -2.316
H -2.755 1.451 0.102
H -4.024 -1.277 0.249
H -4.252 0.117 1.294
H -1.786 -0.310 2.051
H -2.272 -3.210 1.407
H -1.737 -2.183 0.066
H 0.912 1.401 -1.100
H 3.657 3.936 -1.371
H 2.341 3.194 -2.293
H 1.984 4.124 -0.842
```


(3)
# C6H9N2O

The ion C6H9N2O with charge +1 at a distorted geometry (ωB97M-V/def2-TZVPD, the Open Molecules 2025 dataset).

Output
- F_max (eV Å⁻¹) = 3.5
- frontier orbital gap (eV) = 8.4
- multiplicity = 1
- charge = +1
- energy relative to the best compared isomer or geometry (same formula, charge and spin) (kcal/mol) = 122.1
- SMILES string = CO/N=C/C=C\C=C=[NH2+]
- E_tot (a.u.) = -418.31885

XYZ file:
```
18
C6H9N2O, DFT ωB97M-V/def2-TZVPD
C 0.524 -0.408 2.385
C 0.542 -1.790 1.825
C 0.497 0.772 1.665
C 0.414 1.188 0.284
C -0.227 -2.171 0.865
C -0.357 1.785 -2.549
N -0.076 0.363 -0.561
N -0.741 -2.385 -0.291
O -0.333 0.537 -1.895
H 0.936 -0.559 3.362
H 1.015 -2.642 2.482
H 0.456 1.608 2.320
H 0.438 2.203 0.099
H -0.683 1.464 -3.642
H 0.619 2.339 -2.452
H -1.110 2.382 -2.128
H -0.199 -2.108 -1.254
H -1.714 -2.578 -0.516
```


(4)
# C3H8LaO2

A structure of composition C3H8LaO2 at a distorted geometry (ωB97M-V/def2-TZVPD, the Open Molecules 2025 dataset).

Output
- F_max (eV Å⁻¹) = 1.9
- frontier orbital gap (alpha / beta) (eV) = 5.1 / 8.2
- multiplicity = 2
- charge = 0
- E_tot (a.u.) = -301.07169

XYZ file:
```
14
C3H8LaO2, DFT ωB97M-V/def2-TZVPD
C 0.537 -0.395 -1.627
C -0.180 0.650 -0.814
O 0.389 0.632 0.531
C -0.276 1.431 1.475
La 1.706 -1.648 0.323
H -0.697 -3.388 0.413
H 1.202 0.057 -2.378
H -1.258 0.437 -0.703
H -0.077 1.690 -1.175
H 0.356 1.494 2.369
H -0.450 2.444 1.075
H -1.250 0.991 1.752
O 0.137 -3.308 0.910
H -0.139 -1.088 -2.151
```


(5)
# C3H8N2O

A structure of composition C3H8N2O (ωB97M-V/def2-TZVPD, the Open Molecules 2025 dataset).

Output
- F_max (eV Å⁻¹) = 0.6
- frontier orbital gap (alpha / beta) (eV) = 7.5 / 7.1
- multiplicity = 1
- charge = 0
- energy relative to the best compared isomer or geometry (same formula, charge and spin) (kcal/mol) = 137.8
- E_tot (a.u.) = -303.67245

XYZ file:
```
14
C3H8N2O, DFT ωB97M-V/def2-TZVPD
C -0.919 1.472 -0.224
C -0.710 0.097 0.332
O -1.810 -0.828 0.279
H -1.321 -0.307 1.315
H -0.240 2.205 0.218
H -0.783 1.485 -1.314
H -1.941 1.774 -0.005
N 0.601 -1.859 0.376
C 1.644 0.131 -0.291
N 0.541 -0.481 0.096
H -0.374 -2.168 0.346
H 1.132 -2.301 -0.366
H 2.584 -0.386 -0.185
H 1.597 1.165 -0.577
```


(6)
# C4H6Cl3OP

A cluster of 2 separate species, C4H6Cl3OP in total at a distorted geometry (ωB97M-V/def2-TZVPD, the Open Molecules 2025 dataset).

Output
- F_max (eV Å⁻¹) = 4.0
- frontier orbital gap (alpha / beta) (eV) = 8.0 / 7.4
- multiplicity = 1
- charge = 0
- energy relative to the best compared isomer or geometry (same formula, charge and spin) (kcal/mol) = 46.2
- E_tot (a.u.) = -1953.05771

XYZ file:
```
15
C4H6Cl3OP, DFT ωB97M-V/def2-TZVPD
C 0.380 -0.868 -0.720
C 0.798 0.319 -0.428
C 0.854 -2.187 -0.988
C 0.328 1.877 1.260
O -0.069 1.228 0.096
P -2.381 -0.006 0.613
Cl 2.386 0.857 -1.049
Cl -3.817 -1.340 0.246
Cl -3.026 1.275 -0.783
H 1.895 -2.097 -0.627
H 1.011 -2.384 -2.039
H 0.259 -3.002 -0.566
H 0.448 1.312 2.310
H -0.406 2.625 1.453
H 1.340 2.392 1.222
```


Repeat the sixth record exactly.
# C4H6Cl3OP

A cluster of 2 separate species, C4H6Cl3OP in total at a distorted geometry (ωB97M-V/def2-TZVPD, the Open Molecules 2025 dataset).

Output
- F_max (eV Å⁻¹) = 4.0
- frontier orbital gap (alpha / beta) (eV) = 8.0 / 7.4
- multiplicity = 1
- charge = 0
- energy relative to the best compared isomer or geometry (same formula, charge and spin) (kcal/mol) = 46.2
- E_tot (a.u.) = -1953.05771

XYZ file:
```
15
C4H6Cl3OP, DFT ωB97M-V/def2-TZVPD
C 0.380 -0.868 -0.720
C 0.798 0.319 -0.428
C 0.854 -2.187 -0.988
C 0.328 1.877 1.260
O -0.069 1.228 0.096
P -2.381 -0.006 0.613
Cl 2.386 0.857 -1.049
Cl -3.817 -1.340 0.246
Cl -3.026 1.275 -0.783
H 1.895 -2.097 -0.627
H 1.011 -2.384 -2.039
H 0.259 -3.002 -0.566
H 0.448 1.312 2.310
H -0.406 2.625 1.453
H 1.340 2.392 1.222
```


Which formula does entry 2 have? C15H22N2O4


Which of these has the highest multiplicity? C3H8LaO2